1.
Molecular formula: C12H32N8O18
Method: DFT, ωB97M-V/def2-TZVPD

Summary:
F_max in hartree/bohr: 0.0208
SMILES: C[N+](=O)[O-].C[N+](=O)[O-].C[N+](=O)[O-].C[N+](=O)[O-].C[N+](=O)[O-].C[N+](=O)[O-].C[N+](=O)[O-].C[N+](=O)[O-].CCOC(C)=O
Relative energy (zero: lowest compared OMol25 entry of this formula, charge and spin) in kJ/mol: 37.3
HOMO energy in eV: -10.44
E_LUMO in eV: -0.63

ORCA input file:
```
! RIJCOSX wB97M-V def2-TZVPD def2/J DEFGRID3
* xyz 0 1
C -12.825 16.837 18.205
N -12.384 15.496 18.692
O -11.216 15.192 18.524
O -13.222 14.789 19.198
H -11.964 17.340 17.786
H -13.253 17.367 19.050
H -13.603 16.671 17.465
C -11.796 17.969 10.153
N -10.796 17.389 11.093
O -11.205 16.640 11.965
O -9.639 17.680 10.915
H -11.483 18.980 9.921
H -12.762 17.944 10.641
H -11.810 17.329 9.276
C -9.229 19.359 14.047
N -9.487 20.676 14.700
O -10.437 21.313 14.287
O -8.754 21.019 15.600
H -10.005 18.660 14.329
H -8.235 19.032 14.331
H -9.198 19.568 12.980
C -11.453 10.310 15.171
N -11.542 10.008 16.624
O -12.586 10.257 17.186
O -10.553 9.540 17.157
H -12.273 10.973 14.928
H -11.496 9.377 14.622
H -10.523 10.841 15.006
C -8.223 12.089 18.445
N -8.069 11.295 19.715
O -7.739 10.135 19.585
O -8.262 11.858 20.769
H -8.785 11.432 17.790
H -7.215 12.326 18.127
H -8.799 12.978 18.672
C -15.655 16.554 13.430
N -14.826 16.593 14.665
O -15.353 17.060 15.652
O -13.696 16.152 14.613
H -16.448 15.835 13.622
H -15.037 16.195 12.614
H -16.042 17.549 13.256
C -10.234 15.510 14.742
N -9.822 14.356 15.582
O -9.032 14.567 16.471
O -10.291 13.267 15.305
H -10.605 16.326 15.351
H -11.033 15.184 14.090
H -9.343 15.764 14.173
C -5.736 15.793 16.837
N -6.699 16.544 15.982
O -6.636 16.357 14.781
O -7.519 17.242 16.530
H -6.228 14.842 17.037
H -5.600 16.337 17.762
H -4.832 15.630 16.266
C -13.452 13.862 11.348
C -12.625 13.543 12.567
O -11.227 13.629 12.279
C -10.540 12.481 12.186
C -9.075 12.730 11.966
O -11.037 11.392 12.324
H -13.211 13.197 10.520
H -13.264 14.897 11.061
H -14.505 13.732 11.598
H -12.843 14.268 13.356
H -12.874 12.573 12.999
H -8.790 13.681 12.407
H -8.855 12.767 10.896
H -8.518 11.888 12.364
*
```

=====

2.
Molecular formula: C3HFN2
Method: DFT, ωB97M-V/def2-TZVPD

Summary:
F_max in hartree/bohr: 0.1061
SMILES: N#CC(F)C#N
Relative energy (zero: lowest compared OMol25 entry of this formula, charge and spin) in kJ/mol: 53.9
HOMO energy in eV: -12.93
E_LUMO in eV: 0.00

ORCA input file:
```
! RIJCOSX wB97M-V def2-TZVPD def2/J DEFGRID3
* xyz 0 1
N 2.147 0.660 -0.787
C 1.037 0.462 -0.601
C -0.361 0.289 -0.312
F -1.105 -0.231 -1.304
C -0.438 -0.799 1.060
N -0.462 -1.592 1.872
H -0.818 1.211 0.072
*
```

=====

3.
Molecular formula: C4H5NO2
Method: DFT, ωB97M-V/def2-TZVPD

Summary:
F_max in hartree/bohr: 0.0107
SMILES: O=C[C@H]1CN=CO1
Relative energy (zero: lowest compared OMol25 entry of this formula, charge and spin) in kJ/mol: 119.8
HOMO energy in eV: -9.94
E_LUMO in eV: 0.67

ORCA input file:
```
! RIJCOSX wB97M-V def2-TZVPD def2/J DEFGRID3
* xyz 0 1
O -2.310 0.320 0.907
C -1.639 -0.310 0.129
C -0.397 0.268 -0.540
C 0.568 0.933 0.446
N 1.528 -0.133 0.761
C 1.362 -1.002 -0.143
O 0.375 -0.821 -1.069
H -1.883 -1.354 -0.160
H -0.707 0.935 -1.349
H 1.116 1.755 -0.029
H 0.044 1.320 1.323
H 1.944 -1.910 -0.275
*
```

=====

4.
Molecular formula: C4H5LiOSn
Method: DFT, ωB97M-V/def2-TZVPD

Summary:
F_max in hartree/bohr: 0.0952
HOMO energy (spin up / spin down) in eV: -10.10 / -12.03
E_LUMO (spin up / spin down) in eV: -4.42 / -4.34

ORCA input file:
```
! RIJCOSX wB97M-V def2-TZVPD def2/J DEFGRID3
* xyz 1 2
C 1.768 -0.697 -0.002
C 0.559 -0.529 0.506
C -0.693 -0.935 0.932
H 2.475 0.136 -0.038
H 2.058 -1.634 -0.484
H -1.419 -1.339 0.218
H -0.894 -1.068 1.998
O -0.830 1.242 -1.040
C -0.730 1.037 0.265
Sn 0.410 0.757 -2.371
Li -2.647 1.270 -0.755
H -0.059 1.761 0.770
*
```

=====

5.
Molecular formula: C9H12Cl6CuF9O9S3
Method: DFT, ωB97M-V/def2-TZVPD

Summary:
F_max in hartree/bohr: 0.0691
HOMO energy (spin up / spin down) in eV: -9.91 / -9.60
E_LUMO (spin up / spin down) in eV: -0.84 / -4.75

ORCA input file:
```
! RIJCOSX wB97M-V def2-TZVPD def2/J DEFGRID3
* xyz 0 3
Cu 0.263 0.252 0.883
C -1.629 -1.950 4.807
F -2.585 -1.151 4.236
F -1.559 -1.648 6.119
F -1.913 -3.258 4.635
S 0.059 -1.584 3.899
O -0.133 -0.784 2.712
O 0.976 -1.005 4.911
O 0.607 -2.905 3.525
C 0.066 -4.123 -0.815
F -0.145 -3.643 -2.057
F -0.992 -4.054 -0.008
F 0.485 -5.374 -0.974
S 1.479 -3.056 0.056
O 2.546 -3.030 -0.908
O 0.876 -1.744 0.392
O 1.856 -3.710 1.311
C 2.441 3.520 2.571
F 1.717 4.327 3.370
F 2.339 3.945 1.282
F 3.738 3.549 2.943
S 1.821 1.701 2.738
O 2.220 1.122 4.034
O 0.363 1.732 2.572
O 2.227 0.893 1.562
Cl -1.762 -0.730 -0.375
C -2.756 -1.546 -1.635
C -2.714 -0.866 -3.045
Cl -3.737 0.546 -3.018
H -3.778 -1.491 -1.259
H -2.538 -2.614 -1.610
H -3.045 -1.578 -3.800
H -1.700 -0.559 -3.303
Cl -1.944 5.054 1.115
C -1.470 5.049 -0.653
C -1.634 3.695 -1.354
Cl -0.665 2.434 -0.521
H -0.422 5.348 -0.618
H -2.036 5.843 -1.141
H -1.492 3.604 -2.431
H -2.624 3.243 -1.292
Cl 0.978 0.241 -1.968
C 2.274 0.252 -3.248
C 2.277 -1.085 -4.069
Cl 0.691 -1.678 -4.586
H 3.138 0.570 -2.665
H 2.128 1.123 -3.886
H 2.763 -1.886 -3.512
H 2.945 -0.991 -4.925
*
```

=====

6.
Molecular formula: H5OS2
Method: DFT, ωB97M-V/def2-TZVPD

Summary:
F_max in hartree/bohr: 0.0764
Relative energy (zero: lowest compared OMol25 entry of this formula, charge and spin) in kJ/mol: 623.1
HOMO energy in eV: -15.45
E_LUMO in eV: -10.97

ORCA input file:
```
! RIJCOSX wB97M-V def2-TZVPD def2/J DEFGRID3
* xyz 1 1
O -1.686 1.586 -2.900
H -2.213 2.377 -3.035
H -1.678 1.282 -1.991
H 1.003 -0.432 0.841
S -0.694 0.425 -0.122
S 1.644 -1.416 1.597
H -1.630 -0.128 0.693
H 2.478 -1.758 2.625
*
```

=====

7.
Molecular formula: C3H3N3O2
Method: DFT, ωB97M-V/def2-TZVPD

Summary:
F_max in hartree/bohr: 0.0510
SMILES: O=C(O)n1nccn1
Relative energy (zero: lowest compared OMol25 entry of this formula, charge and spin) in kJ/mol: 168.5
HOMO energy in eV: -10.95
E_LUMO in eV: 0.42

ORCA input file:
```
! RIJCOSX wB97M-V def2-TZVPD def2/J DEFGRID3
* xyz 0 1
O 2.446 -1.290 0.002
C 1.859 -0.249 0.003
O 2.352 0.970 0.000
N 0.386 -0.199 -0.007
N -0.276 0.904 0.000
C -1.572 0.588 0.004
C -1.593 -0.813 -0.011
N -0.374 -1.287 -0.011
H 1.548 1.551 -0.037
H -2.363 1.344 0.000
H -2.413 -1.520 0.057
*
```

=====

8.
Molecular formula: C3H3NO2S
Method: DFT, ωB97M-V/def2-TZVPD

Summary:
F_max in hartree/bohr: 0.0787
SMILES: O=C1OCC=NS1
Relative energy (zero: lowest compared OMol25 entry of this formula, charge and spin) in kJ/mol: 212.8
HOMO energy in eV: -9.94
E_LUMO in eV: 0.61

ORCA input file:
```
! RIJCOSX wB97M-V def2-TZVPD def2/J DEFGRID3
* xyz 0 1
O 2.864 -0.109 -0.142
C 1.663 -0.255 -0.032
O 0.843 0.806 -0.228
C -0.443 0.816 0.212
C -1.304 -0.407 -0.183
N -0.806 -1.539 -0.207
S 0.902 -1.827 0.053
H -0.510 1.001 1.296
H -0.823 1.746 -0.385
H -2.386 -0.231 -0.382
*
```

=====

What did the fifth record say?
Molecular formula: C9H12Cl6CuF9O9S3
Method: DFT, ωB97M-V/def2-TZVPD

Summary:
F_max in hartree/bohr: 0.0691
HOMO energy (spin up / spin down) in eV: -9.91 / -9.60
E_LUMO (spin up / spin down) in eV: -0.84 / -4.75

ORCA input file:
```
! RIJCOSX wB97M-V def2-TZVPD def2/J DEFGRID3
* xyz 0 3
Cu 0.263 0.252 0.883
C -1.629 -1.950 4.807
F -2.585 -1.151 4.236
F -1.559 -1.648 6.119
F -1.913 -3.258 4.635
S 0.059 -1.584 3.899
O -0.133 -0.784 2.712
O 0.976 -1.005 4.911
O 0.607 -2.905 3.525
C 0.066 -4.123 -0.815
F -0.145 -3.643 -2.057
F -0.992 -4.054 -0.008
F 0.485 -5.374 -0.974
S 1.479 -3.056 0.056
O 2.546 -3.030 -0.908
O 0.876 -1.744 0.392
O 1.856 -3.710 1.311
C 2.441 3.520 2.571
F 1.717 4.327 3.370
F 2.339 3.945 1.282
F 3.738 3.549 2.943
S 1.821 1.701 2.738
O 2.220 1.122 4.034
O 0.363 1.732 2.572
O 2.227 0.893 1.562
Cl -1.762 -0.730 -0.375
C -2.756 -1.546 -1.635
C -2.714 -0.866 -3.045
Cl -3.737 0.546 -3.018
H -3.778 -1.491 -1.259
H -2.538 -2.614 -1.610
H -3.045 -1.578 -3.800
H -1.700 -0.559 -3.303
Cl -1.944 5.054 1.115
C -1.470 5.049 -0.653
C -1.634 3.695 -1.354
Cl -0.665 2.434 -0.521
H -0.422 5.348 -0.618
H -2.036 5.843 -1.141
H -1.492 3.604 -2.431
H -2.624 3.243 -1.292
Cl 0.978 0.241 -1.968
C 2.274 0.252 -3.248
C 2.277 -1.085 -4.069
Cl 0.691 -1.678 -4.586
H 3.138 0.570 -2.665
H 2.128 1.123 -3.886
H 2.763 -1.886 -3.512
H 2.945 -0.991 -4.925
*
```

=====

Q: The highest F_max belongs to which entry?
A: C3HFN2

=====

Q: What is the F_max in the seventh record?
A: 0.0510 hartree/bohr

=====

Q: What is the formula in the sixth record?
A: H5OS2